Entry from the Open Molecules 2025 dataset: C12H18P as an isolated structure (ωB97M-V with the def2-TZVPD basis set).

The HOMO-LUMO gap is 0.24635 Ha. The value obtained for the relative energy (zero: lowest compared OMol25 entry of this formula, charge and spin) is 199.28 kJ/mol. Its LUMO energy is -5.156 eV. The calculation puts the highest occupied orbital energy at -11.860 eV.

Geometry as ORCA input:
```
! RIJCOSX wB97M-V def2-TZVPD def2/J DEFGRID3
* xyz 1 1
C 1.920 -3.348 -2.031
C 0.528 -3.433 -2.199
C 2.552 -2.218 -1.534
C -0.230 -2.388 -1.775
C 1.750 -1.137 -1.106
C 0.335 -1.184 -1.166
C -2.042 -0.041 -2.675
C -1.652 0.131 -1.397
C -0.169 2.546 0.215
C -0.978 -0.025 1.979
C 0.668 1.872 2.733
C -0.488 -0.177 -0.742
P 0.274 1.009 1.157
H 2.426 -4.251 -2.233
H 0.066 -4.319 -2.680
H 3.635 -2.164 -1.585
H -1.259 -2.276 -1.807
H 2.216 -0.264 -0.638
H -3.156 0.225 -2.860
H -1.470 -0.267 -3.465
H -2.475 0.637 -0.810
H 0.700 3.214 0.221
H -0.878 3.046 0.837
H -0.537 2.380 -0.699
H -0.792 -0.565 2.869
H -1.474 -0.558 1.178
H -1.651 0.706 2.320
H 0.435 1.133 3.572
H 0.093 2.788 2.740
H 1.755 2.015 2.888
H 1.721 0.598 0.833
*
```

Results of the Löwdin charge analysis, in e, for atoms 1 through 6: number 1, C, carries -0.03; number 2, C, carries -0.04; number 3, C, carries -0.03; number 4, C, carries 0.01; number 5, C, carries -0.01; number 6, C, carries -0.23

=====

Entry from the Open Molecules 2025 dataset: C27H29ClN3O2PS6Se2Sn as an isolated structure (ωB97M-V with the def2-TZVPD basis set).

The HOMO-LUMO gap is 0.20613 Ha. The value obtained for the relative energy (zero: lowest compared OMol25 entry of this formula, charge and spin) is 1.66 kJ/mol. Its LUMO energy is 3.673 eV. The calculation puts the highest occupied orbital energy at -1.936 eV.

Geometry as ORCA input:
```
! RIJCOSX wB97M-V def2-TZVPD def2/J DEFGRID3
* xyz -2 1
Sn -0.198 -2.006 -0.117
Cl -0.012 -0.608 -5.457
C -0.908 0.883 -5.391
C -1.506 1.328 -6.559
C -2.224 2.514 -6.550
C -2.330 3.240 -5.373
C -1.719 2.781 -4.215
C -0.991 1.591 -4.191
P -0.198 0.889 -2.672
C 1.548 1.272 -3.091
C 1.939 2.393 -3.823
C 3.276 2.611 -4.117
C 4.238 1.705 -3.685
C 3.858 0.584 -2.964
C 2.518 0.366 -2.671
C -0.662 2.179 -1.459
C 0.155 3.227 -1.045
C -0.300 4.140 -0.103
C -1.576 4.019 0.431
C -2.388 2.962 0.042
C -1.926 2.041 -0.887
H -1.406 0.741 -7.462
H -2.698 2.863 -7.459
H -2.888 4.168 -5.353
H -1.808 3.358 -3.304
H 1.192 3.100 -4.167
H 3.568 3.486 -4.685
H 5.283 1.875 -3.915
H 4.594 -0.132 -2.622
H 2.237 -0.512 -2.103
H 1.159 3.317 -1.440
H 0.353 4.938 0.229
H -1.921 4.724 1.177
H -3.364 2.824 0.491
H -2.540 1.183 -1.136
N -3.943 -3.970 2.728
N -2.727 -4.573 3.056
C -2.593 -5.514 3.998
N -1.308 -5.916 4.167
S -3.841 -6.213 4.882
H -4.246 -4.334 1.831
H -3.748 -2.977 2.605
H -1.878 -4.235 2.614
H -0.548 -5.403 3.741
H -1.127 -6.529 4.938
O 1.074 2.280 4.503
C -0.233 1.858 4.144
C -0.275 0.675 3.158
C 0.444 -0.521 3.783
O 1.849 -0.299 3.963
C -1.758 0.324 3.000
Se -2.271 -0.946 1.578
C 0.351 1.154 1.833
Se 1.441 -0.094 0.766
H 1.638 1.487 4.452
H -0.738 2.719 3.692
H -0.798 1.578 5.045
H 0.281 -1.413 3.178
H 0.032 -0.706 4.780
H 2.240 -0.432 3.081
H -2.311 1.244 2.791
H -2.136 -0.075 3.944
H 1.043 1.970 2.042
H -0.438 1.540 1.193
S 5.519 -6.340 2.579
C 4.270 -5.452 1.925
S 4.331 -4.675 0.398
C 2.714 -3.993 0.358
C 1.975 -4.251 1.461
S 0.348 -3.706 1.796
S 2.763 -5.198 2.702
S 2.247 -3.112 -1.061
*
```

Results of the Löwdin charge analysis, in e, for atoms 1 through 6: number 1, Sn, carries 0.31; number 2, Cl, carries 0.68; number 3, C, carries -0.66; number 4, C, carries -0.13; number 5, C, carries -0.10; number 6, C, carries -0.10

=====

Entry from the Open Molecules 2025 dataset: a 2-piece molecular cluster, C6H18N3S overall (ωB97M-V with the def2-TZVPD basis set).

The HOMO-LUMO gap (alpha / beta) is 0.23482 / 0.20894 Ha. Its LUMO energy (alpha / beta) is -2.568 / -7.269 eV. The calculation puts the highest occupied orbital energy (alpha / beta) at -8.958 / -12.955 eV.

Geometry as ORCA input:
```
! RIJCOSX wB97M-V def2-TZVPD def2/J DEFGRID3
* xyz 1 3
C -0.958 0.818 -2.250
C 2.413 0.817 -0.694
C -0.877 1.459 2.301
C -1.636 -1.952 -0.253
C 0.068 0.383 -1.200
C -0.614 0.272 0.157
N 1.125 1.378 -1.071
N -0.397 1.291 0.952
N -1.372 -0.744 0.495
S 1.471 -2.556 1.601
H -1.811 0.146 -2.280
H -0.496 0.823 -3.234
H -1.314 1.821 -2.028
H 2.804 0.109 -1.433
H 3.127 1.629 -0.577
H 2.312 0.299 0.259
H -0.506 2.403 2.689
H -1.969 1.483 2.331
H -0.516 0.655 2.947
H -1.193 -1.911 -1.242
H -1.221 -2.806 0.282
H -2.712 -2.092 -0.353
H 0.483 -0.601 -1.468
H 1.296 -3.593 2.403
H 0.260 1.960 0.533
H -1.774 -0.744 1.425
H 1.219 1.912 -1.926
H 2.788 -2.658 1.634
*
```

Results of the Löwdin charge analysis, in e, for atoms 1 through 6: number 1, C, carries -0.03; number 2, C, carries -0.09; number 3, C, carries 0.00; number 4, C, carries -0.02; number 5, C, carries -0.36; number 6, C, carries -0.37

=====

Entry from the Open Molecules 2025 dataset: F6NO3PRb as an isolated structure (ωB97M-V with the def2-TZVPD basis set).

The HOMO-LUMO gap is 0.25105 Ha. The value obtained for the relative energy (zero: lowest compared OMol25 entry of this formula, charge and spin) is 0.00 kJ/mol. Its LUMO energy is 1.555 eV. The calculation puts the highest occupied orbital energy at -5.277 eV.

Geometry as ORCA input:
```
! RIJCOSX wB97M-V def2-TZVPD def2/J DEFGRID3
* xyz -1 1
Rb 0.553 -0.942 1.904
P -0.776 -1.640 -1.487
F 0.075 -2.787 -2.217
F -0.710 -0.708 -2.813
F -2.154 -2.342 -1.955
F -1.627 -0.442 -0.778
F -0.872 -2.468 -0.089
F 0.654 -1.034 -0.947
N 1.208 3.114 2.066
O 2.274 3.705 1.809
O 1.035 1.906 1.689
O 0.341 3.636 2.818
*
```

Results of the Löwdin charge analysis, in e, for atoms 1 through 6: number 1, Rb, carries 1.03; number 2, P, carries 0.14; number 3, F, carries -0.15; number 4, F, carries -0.16; number 5, F, carries -0.16; number 6, F, carries -0.18

=====

Entry from the Open Molecules 2025 dataset: C19H35AlBe2BrClF6IN3O8PSV as an isolated structure (ωB97M-V with the def2-TZVPD basis set).

The HOMO-LUMO gap is 0.04440 Ha. Its LUMO energy is -7.124 eV. The calculation puts the highest occupied orbital energy at -8.332 eV.

Geometry as ORCA input:
```
! RIJCOSX wB97M-V def2-TZVPD def2/J DEFGRID3
* xyz 0 1
C 3.394 -4.772 1.930
C 3.295 -4.548 0.276
C 2.589 -3.078 -0.078
C 3.451 -2.177 -1.142
C 4.001 -0.747 -0.561
C 2.899 0.139 0.268
C 2.277 1.417 -0.611
C 1.259 0.740 -1.713
C -0.339 0.959 -1.391
C -0.849 0.311 0.029
N -0.445 -1.166 -0.159
C -0.602 -1.863 1.016
O -0.963 -2.434 2.199
O -0.396 0.949 1.301
C -1.479 1.217 2.285
O -1.460 1.933 3.421
O -2.661 0.518 1.688
C -2.458 0.557 0.231
N -3.060 -0.510 -0.655
C -4.397 -1.011 -0.154
C -4.863 -2.377 -0.988
P -3.242 2.239 -0.236
O -2.247 3.592 0.250
I -5.217 2.403 1.300
H 2.442 -5.379 2.307
H 4.404 -5.293 2.247
H 3.368 -3.741 2.517
H 2.612 -5.446 -0.106
H 4.337 -4.674 -0.241
H 1.563 -3.362 -0.616
H 2.387 -2.572 0.957
H 2.863 -2.034 -2.158
H 4.418 -2.818 -1.423
H 4.316 -0.096 -1.510
H 5.011 -0.870 0.063
H 1.968 -0.454 0.655
H 3.469 0.626 1.192
H 3.131 2.073 -1.069
H 1.661 2.091 0.153
H 1.498 1.274 -2.749
H 1.417 -0.413 -1.878
H -0.928 0.410 -2.272
H -0.602 2.100 -1.502
H -3.101 -0.200 -1.652
H -5.195 -0.181 -0.442
H -4.436 -1.263 0.989
H -3.913 -3.037 -1.170
H -5.711 -2.915 -0.372
H -5.363 -1.979 -1.978
H -1.272 3.420 0.099
F 1.589 3.863 -1.017
Be 2.489 -3.872 -2.264
C -0.938 0.903 6.151
S -1.107 1.875 7.666
O -0.196 1.271 8.693
C -2.791 1.340 8.051
H 0.067 1.056 5.750
H -1.083 -0.158 6.368
H -1.674 1.239 5.416
H -2.824 0.253 8.153
H -3.468 1.663 7.256
H -3.096 1.802 8.994
Br -7.411 -2.147 0.050
Cl 4.989 -3.156 1.750
C -2.128 3.125 -4.674
C -0.646 2.829 -4.520
N 0.585 2.583 -4.393
H -2.410 3.962 -4.029
H -2.351 3.386 -5.713
H -2.715 2.246 -4.394
O 6.179 -9.228 -0.913
V 5.589 -7.641 -1.381
O 4.999 -6.053 -1.848
Be -2.811 3.817 9.099
F -1.611 5.414 -5.747
F 0.065 7.379 -9.548
Al 0.789 6.414 -8.211
F 1.767 5.069 -8.903
F -0.524 5.734 -7.183
F 1.848 7.473 -7.211
*
```

Results of the Löwdin charge analysis, in e, for atoms 1 through 6: number 1, C, carries -0.33; number 2, C, carries -0.37; number 3, C, carries -0.28; number 4, C, carries -0.26; number 5, C, carries -0.17; number 6, C, carries -0.19

=====

Entry from the Open Molecules 2025 dataset: a 2-piece molecular cluster, C3H13N3 overall (ωB97M-V with the def2-TZVPD basis set).

The HOMO-LUMO gap is 0.36946 Ha. The SMILES is CCN.NCN. The value obtained for the relative energy (zero: lowest compared OMol25 entry of this formula, charge and spin) is 39.80 kJ/mol. Its LUMO energy is 0.909 eV. The calculation puts the highest occupied orbital energy at -9.144 eV.

Geometry as ORCA input:
```
! RIJCOSX wB97M-V def2-TZVPD def2/J DEFGRID3
* xyz 0 1
C -2.139 -0.951 -1.919
C -2.029 0.562 -1.846
N -1.032 1.076 -0.891
H -2.171 -1.358 -0.899
H -3.105 -1.208 -2.354
H -1.261 -1.429 -2.355
H -1.761 0.992 -2.815
H -2.990 1.015 -1.626
H -1.295 0.720 0.021
H -0.118 0.711 -1.123
N 1.043 0.605 1.982
C 2.454 0.299 1.882
N 2.722 -0.867 1.037
H 0.493 -0.182 2.293
H 0.796 1.423 2.518
H 3.102 1.065 1.523
H 2.829 0.014 2.865
H 2.308 -1.669 1.514
H 2.154 -0.818 0.193
*
```

Results of the Löwdin charge analysis, in e, for atoms 1 through 6: number 1, C, carries -0.12; number 2, C, carries -0.36; number 3, N, carries -0.02; number 4, H, carries 0.06; number 5, H, carries 0.07; number 6, H, carries 0.07

=====

Entry from the Open Molecules 2025 dataset: an isolated ion of composition C8H12Cl2N3 and charge +1 (ωB97M-V with the def2-TZVPD basis set).

The HOMO-LUMO gap is 0.31868 Ha. The SMILES is C[C@]1(Cl)C=CC=C(Cl)[C@@H]1[NH+]=C(N)N. The value obtained for the relative energy (zero: lowest compared OMol25 entry of this formula, charge and spin) is 292.04 kJ/mol. Its LUMO energy is -3.343 eV. The calculation puts the highest occupied orbital energy at -12.015 eV.

Geometry as ORCA input:
```
! RIJCOSX wB97M-V def2-TZVPD def2/J DEFGRID3
* xyz 1 1
C -1.178 -1.058 1.816
C 0.174 -0.430 1.485
Cl 1.469 -1.526 2.133
C 0.532 0.832 2.178
C 1.493 1.634 1.722
C 2.167 1.497 0.512
C 1.866 0.493 -0.305
Cl 2.588 0.096 -1.806
C 0.513 -0.481 -0.018
N -0.473 0.207 -0.730
C -1.036 -0.219 -1.853
N -2.033 0.466 -2.459
N -0.745 -1.461 -2.358
H -1.886 -0.372 1.602
H -1.046 -1.121 2.876
H -1.496 -1.917 1.353
H 0.135 1.001 3.111
H 1.855 2.390 2.270
H 2.938 2.051 0.257
H 0.669 -1.338 -0.562
H -1.027 0.942 -0.372
H -1.994 0.636 -3.419
H -2.481 1.161 -1.829
H -1.222 -1.787 -3.163
H 0.219 -1.696 -2.442
*
```

Results of the Löwdin charge analysis, in e, for atoms 1 through 6: number 1, C, carries -0.04; number 2, C, carries -0.73; number 3, Cl, carries 0.75; number 4, C, carries -0.09; number 5, C, carries -0.07; number 6, C, carries -0.10

=====

Entry from the Open Molecules 2025 dataset: C16H18BCdFN6 as an isolated structure (ωB97M-V with the def2-TZVPD basis set).

The HOMO-LUMO gap (alpha / beta) is 0.17540 / 0.16195 Ha. Its LUMO energy (alpha / beta) is -10.192 / -10.465 eV. The calculation puts the highest occupied orbital energy (alpha / beta) at -14.965 / -14.871 eV.

Geometry as ORCA input:
```
! RIJCOSX wB97M-V def2-TZVPD def2/J DEFGRID3
* xyz 2 1
C -2.910 0.814 -0.338
N -1.583 0.938 -0.537
N -1.416 1.905 -1.506
C -2.614 2.428 -1.846
C -3.598 1.753 -1.137
B -0.012 2.193 -2.120
N 0.982 2.631 -0.996
N 1.303 1.832 0.078
C 2.296 2.445 0.771
C 2.574 3.677 0.151
C 1.717 3.761 -0.949
Cd 0.209 0.075 0.853
N 0.501 0.819 -2.640
N 0.652 -0.228 -1.755
C 1.069 -1.280 -2.447
C 1.215 -0.920 -3.810
C 0.844 0.414 -3.884
H 1.255 -2.249 -1.988
H 0.796 1.107 -4.705
H 1.546 -1.548 -4.612
H -0.073 3.002 -3.007
H 1.568 4.531 -1.683
H -2.668 3.250 -2.557
H 3.290 4.398 0.463
H -4.661 1.917 -1.184
H 2.742 1.995 1.647
H -3.336 0.083 0.345
H 2.133 -0.810 2.231
C 1.742 -0.624 3.244
H 2.499 -0.053 3.803
H 0.794 -0.051 3.240
H 1.553 -1.596 3.722
F -1.492 -5.406 3.357
C -1.206 -4.273 2.650
C -1.983 -3.140 2.877
C -1.632 -1.950 2.187
C -0.503 -1.926 1.381
C 0.187 -3.088 1.081
C -0.138 -4.293 1.755
H -2.824 -3.163 3.570
H -2.243 -1.061 2.338
H 0.998 -3.099 0.359
H 0.429 -5.207 1.598
*
```

Results of the Löwdin charge analysis, in e, for atoms 1 through 6: number 1, C, carries -0.13; number 2, N, carries -0.06; number 3, N, carries -0.05; number 4, C, carries -0.04; number 5, C, carries -0.03; number 6, B, carries -0.47